Record 1
114
Properties=species:S:1:pos:R:3 method="wB97M-V/def2-TZVPD" total_charge=-1 homo_lumo_gap_ha=0.22617 homo_energy_ev=-4.023
C 1.1024 2.4464 4.8556
C 1.1523 3.7743 4.9624
C 0.2024 4.6525 4.2278
O 0.5992 5.3982 3.3477
O -1.0754 4.6054 4.6658
C -2.0897 4.7002 3.6535
C -2.5557 3.3466 3.1287
C -2.9239 3.3763 1.6578
C -3.4389 2.0205 1.1306
C -2.7869 1.4949 -0.1382
C -1.5289 0.6316 0.0467
In 0.2755 1.8118 0.6413
C 0.4261 3.5672 -0.7492
C 0.9080 4.8461 -0.0817
C 2.2790 4.6893 0.5869
I 3.7386 6.0744 -0.2323
B 2.1411 0.4653 0.7226
N 3.0825 0.4070 -0.3882
O 2.4216 -0.3709 1.8299
H 0.3129 1.9401 4.3235
H 1.8868 1.8216 5.2468
H 1.9415 4.2527 5.5192
H -1.7783 5.3802 2.8686
H -2.9360 5.1635 4.1489
H -1.8412 2.5558 3.3260
H -3.4621 3.0843 3.6746
H -2.1118 3.7926 1.0698
H -3.7596 4.0732 1.5729
H -4.4949 2.1736 0.9076
H -3.4116 1.2565 1.9041
H -2.6255 2.2963 -0.8556
H -3.5265 0.8322 -0.6090
H -1.3239 0.2234 -0.9416
H -1.7447 -0.2055 0.7060
H -0.0212 2.4655 2.2720
H 1.0496 3.3089 -1.6048
H -0.5764 3.7572 -1.1356
H 0.1998 5.2244 0.6503
H 0.9883 5.6324 -0.8329
H 2.6934 3.6986 0.4774
H 2.2243 4.9544 1.6326
H 3.5553 1.2987 -0.4817
H 3.7792 -0.3166 -0.2160
H 1.7426 -1.0426 1.9085
O -2.5265 -2.5796 -1.2245
C -3.6503 -2.6116 -1.6270
O -3.8889 -3.0845 -2.8777
C -5.2033 -3.3052 -3.3768
C -5.8138 -2.0423 -3.9506
C -4.7942 -2.0790 -0.7969
H -5.8374 -3.7565 -2.6117
H -5.0845 -4.0479 -4.1653
H -5.9293 -1.2721 -3.1887
H -6.7949 -2.2527 -4.3790
H -5.1697 -1.6366 -4.7306
H -4.8588 -1.0005 -0.9378
H -4.5721 -2.2779 0.2486
H -5.7599 -2.5304 -1.0144
O 5.8795 0.8743 -2.4359
C 5.4670 -0.1153 -2.9697
O 6.1508 -1.2719 -2.8004
C 5.6515 -2.5239 -3.2599
C 5.9787 -2.7619 -4.7209
C 4.2535 -0.0921 -3.8620
H 4.5832 -2.6107 -3.0578
H 6.1496 -3.2706 -2.6422
H 5.5090 -2.0172 -5.3638
H 5.6374 -3.7507 -5.0316
H 7.0555 -2.6969 -4.8789
H 4.5534 0.2251 -4.8602
H 3.5542 0.6311 -3.4505
H 3.7297 -1.0428 -3.9293
O -5.9661 -3.1580 2.5171
C -4.9479 -3.6291 2.9507
O -3.8481 -2.8732 2.9329
C -2.5936 -3.2650 3.5084
C -1.7976 -4.1169 2.5433
C -4.8519 -5.0666 3.4055
H -2.7346 -3.7463 4.4734
H -2.0646 -2.3336 3.6976
H -2.3095 -5.0537 2.3166
H -0.8233 -4.3526 2.9662
H -1.6584 -3.5842 1.6015
H -4.6988 -5.6966 2.5305
H -5.7944 -5.3381 3.8748
H -4.0546 -5.2507 4.1226
O -0.7154 -4.7327 5.5620
C 0.2002 -4.0413 5.9174
O 0.1975 -2.7494 5.5611
C 1.1582 -1.7974 6.0321
C 2.4267 -1.8242 5.2056
C 1.3821 -4.6058 6.6696
H 1.3518 -1.9429 7.0963
H 0.6690 -0.8305 5.9295
H 2.9314 -2.7889 5.2728
H 3.1165 -1.0517 5.5453
H 2.1961 -1.6482 4.1552
H 2.0744 -5.0400 5.9498
H 1.0203 -5.3918 7.3274
H 1.9112 -3.8778 7.2795
O 4.8332 0.6194 -7.2951
C 3.9362 1.3748 -7.5514
O 3.0129 1.6297 -6.6133
C 2.0026 2.6331 -6.7451
C 0.7939 2.1237 -7.5021
C 3.7874 1.9864 -8.9264
H 2.4178 3.5405 -7.1857
H 1.7210 2.8801 -5.7237
H 1.0453 1.8477 -8.5270
H 0.0172 2.8878 -7.5326
H 0.3925 1.2369 -7.0125
H 3.2775 1.2709 -9.5700
H 4.7822 2.1694 -9.3237
H 3.2456 2.9288 -8.9397

***

Record 2
107
Properties=species:S:1:pos:R:3 method="wB97M-V/def2-TZVPD" total_charge=+1 homo_lumo_gap_ha=0.30584 homo_energy_ev=-10.642
Cl -0.1820 3.8720 0.3240
C 0.0005 2.8162 -1.1295
C -0.2108 1.3124 -0.8607
C -1.6961 0.8103 -0.7596
C -2.8311 1.8915 -0.8741
C -3.2299 2.3310 0.5575
C -4.3467 3.4494 0.5879
C -5.1119 3.4165 -0.7781
C -5.2848 2.0103 -1.4084
N -4.0437 1.1733 -1.4112
H -0.5989 3.1579 -1.9862
H 1.0418 2.9343 -1.4598
H 0.3617 1.0196 0.0267
H 0.2569 0.7826 -1.7071
H -1.8631 -0.0147 -1.4775
H -1.8124 0.3457 0.2350
H -2.6487 2.7110 -1.5756
H -2.3764 2.5755 1.1945
H -3.7098 1.4432 1.0230
H -5.0641 3.3025 1.4113
H -3.8245 4.4023 0.7376
H -6.1255 3.7998 -0.6075
H -4.5643 4.0774 -1.4638
H -5.5706 2.1665 -2.4601
H -6.0956 1.4192 -0.9676
H -3.7805 0.8636 -2.3495
H -4.1747 0.3226 -0.8657
C -4.8608 7.4111 -0.8596
C -6.3252 7.2632 -1.1814
O -6.7700 6.2365 -1.6473
C -7.2145 8.4438 -0.9002
H -4.3389 6.4888 -1.1111
H -4.4319 8.2275 -1.4423
H -4.7318 7.6095 0.2056
H -6.8865 9.3046 -1.4848
H -7.1860 8.6864 0.1633
H -8.2381 8.1998 -1.1779
C 4.0304 0.4028 0.9196
C 3.2648 -0.6541 0.1676
O 3.0703 -0.5570 -1.0280
C 2.7541 -1.8295 0.9543
H 4.3385 1.1881 0.2297
H 3.3976 0.8404 1.6923
H 4.9199 -0.0335 1.3765
H 2.0652 -1.4867 1.7303
H 3.5847 -2.3606 1.4069
H 2.2273 -2.5034 0.2910
C 5.6344 -2.9339 5.4577
C 4.8053 -3.0093 4.2037
O 4.0731 -2.0987 3.8797
C 4.9232 -4.2586 3.3704
H 5.4521 -1.9832 5.9561
H 5.3607 -3.7455 6.1339
H 6.6940 -3.0018 5.2073
H 4.6196 -5.1265 3.9583
H 5.9531 -4.3833 3.0318
H 4.2745 -4.1812 2.4989
C 4.3516 -5.6492 -1.6267
C 3.1697 -5.2879 -0.7704
O 3.2556 -4.4631 0.1162
C 1.8687 -5.9911 -1.0568
H 5.2168 -5.0691 -1.3117
H 4.5807 -6.7095 -1.5178
H 4.1398 -5.4231 -2.6709
H 1.9903 -7.0670 -0.9231
H 1.5483 -5.7792 -2.0780
H 1.1043 -5.6355 -0.3668
C 7.2508 -8.5561 -4.2116
C 6.2472 -7.5454 -4.6992
O 5.8587 -6.6483 -3.9846
C 5.7464 -7.6950 -6.1114
H 7.5232 -8.3281 -3.1825
H 6.8190 -9.5576 -4.2484
H 8.1487 -8.5176 -4.8301
H 5.2497 -8.6592 -6.2303
H 6.5795 -7.6194 -6.8118
H 5.0323 -6.9024 -6.3280
C 4.6736 2.8754 5.7292
C 4.8060 1.6436 4.8713
O 5.8782 1.2976 4.4301
C 3.5528 0.8593 4.5841
H 5.6515 3.3380 5.8525
H 4.0029 3.5916 5.2514
H 4.2857 2.6044 6.7126
H 2.8340 1.4905 4.0552
H 3.1168 0.4988 5.5175
H 3.7999 0.0031 3.9593
C -0.6432 -1.2184 -5.8115
C -1.8368 -0.4893 -5.2593
O -2.7744 -1.0880 -4.7741
C -1.8227 1.0158 -5.3289
H -0.7897 -2.2904 -5.6947
H -0.5266 -0.9928 -6.8726
H 0.2571 -0.9249 -5.2687
H -1.7582 1.3359 -6.3693
H -0.9766 1.4071 -4.7602
H -2.7449 1.4063 -4.8967
C -6.3537 2.3049 5.2577
C -6.7840 3.0010 3.9946
O -6.0377 3.7520 3.4030
C -8.1782 2.7287 3.4956
H -5.3320 2.5924 5.4995
H -7.0056 2.5946 6.0829
H -6.3922 1.2232 5.1184
H -8.9085 3.0366 4.2449
H -8.2960 1.6652 3.2804
H -8.3533 3.2946 2.5817

***

Record 3
133
Properties=species:S:1:pos:R:3 method="wB97M-V/def2-TZVPD" homo_lumo_gap_ha=0.27237 smiles="COB(O)N1C(=O)c2cc(B(C)O)c(COO)c(N=C(C)C)c2C1=O.CCOS(C)(=O)=O.CCOS(C)(=O)=O.CCOS(C)(=O)=O.CCOS(C)(=O)=O.CCOS(C)(=O)=O.CCOS(C)(=O)=O" homo_energy_ev=-8.580
C -0.0964 -1.8640 7.3143
O -0.2151 -0.6675 6.4875
B -1.5759 -0.5338 5.9879
O -2.6005 -0.3826 7.0076
N -1.9329 -0.5911 4.5269
C -2.1010 0.6774 3.8035
O -2.3721 1.7323 4.4149
C -1.9166 0.3404 2.2621
C -2.2161 1.1433 0.9832
C -1.9513 0.4888 -0.4288
B -2.2791 1.2344 -1.8348
C -1.9844 2.7866 -2.1882
O -2.9255 0.4295 -2.8633
C -1.3705 -0.9783 -0.4225
C -1.0483 -1.8030 -1.7724
O -0.1090 -1.1317 -2.6525
O 0.8412 -0.4527 -1.9518
C -1.0709 -1.7677 0.9125
N -0.5611 -3.1704 0.9275
C -1.6834 -3.9031 1.0791
C -2.0369 -4.6486 2.4483
C -2.7775 -4.0528 -0.1087
C -1.3413 -1.1049 2.2842
C -1.1497 -1.6116 3.7796
O -0.5109 -2.5916 4.2125
H -1.0730 -2.4401 7.4443
H 0.6958 -2.5852 6.9250
H 0.2413 -1.5176 8.3591
H -3.4021 -0.8931 6.7387
H -2.6255 2.2000 1.0661
H -1.7520 2.8958 -3.3178
H -1.1152 3.2577 -1.6205
H -2.9841 3.3565 -2.0459
H -3.3652 -0.3207 -2.3858
H -2.0233 -1.9271 -2.3772
H -0.6467 -2.8514 -1.5711
H 0.7703 0.4967 -2.2198
H -2.7181 -5.5539 2.2741
H -2.6073 -3.9290 3.1480
H -1.0721 -4.9195 3.0232
H -2.2635 -4.1917 -1.1209
H -3.5126 -4.8940 0.1488
H -3.4003 -3.0847 -0.1675
O -0.1003 -4.8480 -3.9349
S 0.8810 -5.1666 -4.9400
O 1.0965 -6.5161 -5.3899
O 2.3029 -4.5296 -4.5070
C 2.8224 -4.8402 -3.2155
C 3.4377 -6.2268 -3.1806
C 0.6026 -4.1392 -6.3553
H 2.0492 -4.7308 -2.4494
H 3.5967 -4.0999 -2.9993
H 2.6731 -6.9981 -3.2983
H 3.9472 -6.3981 -2.2299
H 4.1530 -6.3533 -3.9968
H 0.4938 -3.1067 -6.0257
H -0.3132 -4.4776 -6.8399
H 1.4455 -4.2435 -7.0377
O 4.5720 0.2394 -5.2346
S 4.2259 0.5395 -3.8689
O 3.2780 1.5712 -3.5334
O 5.5828 0.7877 -3.0255
C 6.5156 1.7540 -3.5066
C 6.0658 3.1690 -3.1926
C 3.7338 -0.9570 -3.0630
H 6.6913 1.6231 -4.5785
H 7.4634 1.5585 -2.9985
H 5.1700 3.4310 -3.7603
H 6.8486 3.8872 -3.4461
H 5.8183 3.2700 -2.1330
H 4.4761 -1.7277 -3.2665
H 2.7649 -1.2534 -3.4649
H 3.6504 -0.7704 -1.9926
O -6.4254 4.7269 8.8069
S -5.6872 3.6879 9.4759
O -4.2796 3.8094 9.7464
O -5.9527 2.2835 8.7198
C -5.7132 2.2095 7.3134
C -4.2324 2.0900 7.0033
C -6.5163 3.2822 10.9878
H -6.1577 3.0668 6.7995
H -6.2278 1.3150 6.9522
H -3.7021 3.0086 7.2654
H -4.0753 1.9013 5.9407
H -3.7816 1.2825 7.5786
H -7.5752 3.1342 10.7805
H -6.3812 4.1151 11.6777
H -6.0705 2.3788 11.4027
O 5.6947 6.3906 -8.7283
S 4.6226 6.2292 -7.7815
O 4.8644 6.1579 -6.3648
O 3.7205 4.9607 -8.2196
C 4.3666 3.7050 -8.4286
C 4.6886 3.0178 -7.1151
C 3.4037 7.4788 -8.0813
H 5.2642 3.8285 -9.0416
H 3.6713 3.0825 -8.9973
H 5.4548 3.5675 -6.5629
H 5.0588 2.0056 -7.2899
H 3.8032 2.9679 -6.4767
H 3.1751 7.5002 -9.1458
H 3.8207 8.4356 -7.7670
H 2.5135 7.2503 -7.4961
O 5.2116 -1.4628 0.1493
S 4.8625 -1.1559 1.5127
O 3.9164 -0.1233 1.8399
O 6.2184 -0.9067 2.3588
C 7.1547 0.0555 1.8762
C 6.7069 1.4725 2.1831
C 4.3666 -2.6493 2.3253
H 7.3329 -0.0803 0.8055
H 8.1006 -0.1398 2.3877
H 5.8132 1.7337 1.6119
H 7.4920 2.1880 1.9287
H 6.4568 1.5786 3.2414
H 5.1084 -3.4217 2.1269
H 3.3981 -2.9450 1.9209
H 4.2807 -2.4569 3.3942
O -5.1228 -1.1307 0.1199
S -5.7869 0.1244 0.3654
O -5.6546 0.8219 1.6165
O -7.3592 -0.0371 0.0243
C -8.0873 -1.0929 0.6501
C -8.4380 -0.7535 2.0870
C -5.3910 1.2442 -0.9482
H -7.5339 -2.0344 0.5893
H -9.0092 -1.2234 0.0779
H -7.5414 -0.7094 2.7095
H -9.1057 -1.5079 2.5088
H -8.9215 0.2244 2.1466
H -5.5425 0.7385 -1.9008
H -4.3460 1.5329 -0.8382
H -6.0302 2.1232 -0.8688

***

Record 4
106
Properties=species:S:1:pos:R:3 method="wB97M-V/def2-TZVPD" total_charge=-1 homo_lumo_gap_ha=0.24036 homo_energy_ev=-4.695
C 0.7887 3.3416 3.2111
C 0.4576 4.3724 2.1281
C 0.3231 3.8612 0.6680
C 0.2218 2.3510 0.4391
C -1.0759 1.7102 0.9273
C -1.2839 0.3159 0.3382
C -2.5052 -0.4575 0.8681
C -3.7275 0.3802 1.2800
C -5.0447 -0.3904 1.1960
Ga -6.6616 0.6310 1.8351
Cl -5.9458 2.0574 3.4684
C -7.5526 1.6386 0.3097
C -7.4880 3.1667 0.1770
C -8.4064 3.8880 1.1701
Br -7.5310 5.2541 2.2573
H 1.5035 2.6006 2.8538
H -0.0971 2.8147 3.5636
H 1.2328 3.8357 4.0790
H -0.4627 4.8866 2.4155
H 1.2402 5.1360 2.1422
H -0.5662 4.3152 0.2192
H 1.1775 4.2335 0.0959
H 1.0901 1.8475 0.8728
H 0.2931 2.1767 -0.6421
H -1.0792 1.6378 2.0172
H -1.9161 2.3605 0.6711
H -0.3757 -0.2621 0.5529
H -1.3306 0.3926 -0.7551
H -2.1873 -1.0604 1.7268
H -2.8347 -1.1793 0.1138
H -3.5909 0.7482 2.3008
H -3.7932 1.2758 0.6517
H -5.2315 -0.6173 0.1365
H -4.9553 -1.3411 1.7284
H -7.7481 -0.3572 2.5205
H -8.6119 1.3472 0.3253
H -7.1410 1.2040 -0.6113
H -6.4683 3.5439 0.2796
H -7.8168 3.4603 -0.8293
H -8.8582 3.1937 1.8746
H -9.1893 4.4491 0.6676
C -4.7062 -5.8561 2.2597
C -6.1251 -5.4292 1.8865
C -5.9153 -3.9725 1.4864
O -4.6006 -3.9092 0.9290
C -3.8882 -5.1083 1.2132
H -4.5502 -6.9339 2.2172
H -4.4549 -5.5070 3.2637
H -6.4743 -6.0152 1.0324
H -6.8441 -5.5369 2.6984
H -5.9774 -3.3052 2.3506
H -6.6306 -3.6203 0.7420
H -3.8048 -5.7047 0.2989
H -2.8827 -4.8514 1.5528
C 5.6601 1.9385 1.8259
C 5.9060 2.7418 0.5514
C 4.4904 2.8727 0.0028
O 3.6253 2.9083 1.1342
C 4.3365 2.5156 2.3112
H 6.4594 2.0336 2.5604
H 5.5560 0.8823 1.5762
H 6.3123 3.7281 0.7925
H 6.5849 2.2407 -0.1402
H 4.2287 2.0116 -0.6239
H 4.3340 3.7816 -0.5820
H 4.4892 3.3943 2.9477
H 3.7289 1.7962 2.8611
C 7.2472 -0.9316 -2.3611
C 8.5863 -1.2554 -1.7011
C 8.4951 -0.4402 -0.4173
O 7.1117 -0.3932 -0.0717
C 6.3154 -0.8669 -1.1582
H 6.9325 -1.6671 -3.1003
H 7.3040 0.0461 -2.8423
H 8.6536 -2.3218 -1.4745
H 9.4448 -0.9743 -2.3096
H 8.8454 0.5842 -0.5843
H 9.0562 -0.8756 0.4110
H 5.9082 -1.8519 -0.9067
H 5.4805 -0.1777 -1.3007
C 9.1923 4.5994 -2.4252
C 7.6759 4.4122 -2.4705
C 7.5563 3.0690 -3.1788
O 8.7168 2.3206 -2.8080
C 9.6642 3.1740 -2.1660
H 9.5223 5.2949 -1.6547
H 9.5613 4.9538 -3.3898
H 7.2724 4.3437 -1.4583
H 7.1513 5.2093 -2.9951
H 7.5399 3.1915 -4.2668
H 6.6691 2.5063 -2.8812
H 9.6785 2.9555 -1.0921
H 10.6535 2.9627 -2.5743
C -6.7232 -7.1462 -3.1717
C -5.7453 -6.0148 -3.4852
C -5.0860 -5.7996 -2.1295
O -5.0693 -7.0828 -1.4902
C -5.9060 -7.9905 -2.2008
H -7.0412 -7.7073 -4.0500
H -7.6118 -6.7502 -2.6762
H -5.0092 -6.3434 -4.2222
H -6.2268 -5.1126 -3.8594
H -5.6589 -5.0993 -1.5140
H -4.0630 -5.4290 -2.1963
H -5.2833 -8.7150 -2.7390
H -6.5202 -8.5346 -1.4809